Entry 1:
Below is 2 unconnected molecules or ions with the total composition C4H13N4O, with properties calculated with ωB97M-V with the def2-TZVPD basis set.

Results
E_LUMO (alpha / beta) ... 0.030 / 0.020 Ha
Multiplicity ... 2
HOMO level (alpha / beta) ... -2.356 / -10.149 eV
Orbital gap (alpha / beta) ... 3.17 / 10.71 eV
Calculated total energy ... -12363.0759 eV
Energy relative to the best compared isomer or geometry (same formula, charge and spin) ... 221.9 kJ/mol

Each line ends with the Mulliken charge.
CARTESIAN COORDINATES (ANGSTROEM)
C 0.215 -1.321 2.859  -1.53
C 0.394 -1.557 0.359  -3.21
N 1.095 -1.789 -0.807  0.22
N 0.936 -1.732 1.575  0.44
N -0.882 -1.127 0.271  0.82
H 1.947 -2.313 -0.640  0.72
H 0.835 -1.289 -1.651  0.26
H 1.798 -2.192 1.634  0.73
H -1.467 -0.881 1.018  0.22
H -1.361 -0.936 -0.512  0.30
H 0.837 -1.230 3.812  0.54
H -0.496 -2.163 2.866  0.42
H -0.124 -0.388 2.689  0.30
C 0.709 2.137 -1.759  -1.13
C -0.693 1.635 -1.633  0.69
O -0.949 0.441 -1.800  -0.68
N -1.730 2.540 -1.205  -0.50
H 1.195 1.605 -2.592  0.30
H 1.279 1.753 -0.750  0.25
H -2.632 2.133 -1.257  0.28
H -1.637 3.400 -0.880  0.17
H 0.730 3.270 -1.597  0.39

***

Entry 2:
Below is 2 unconnected molecules or ions with the total composition C2H6BrN3, with properties calculated with ωB97M-V with the def2-TZVPD basis set.

Results
E_LUMO (alpha / beta) ... -0.360 / -0.414 Ha
Net charge ... +2
Multiplicity ... 1
HOMO level (alpha / beta) ... -20.145 / -18.087 eV
Orbital gap (alpha / beta) ... 10.35 / 6.81 eV
Calculated total energy ... -76661.4626 eV
Energy relative to the best compared isomer or geometry (same formula, charge and spin) ... 379.6 kJ/mol

Each line ends with the Mulliken charge.
CARTESIAN COORDINATES (ANGSTROEM)
C 1.100 -0.959 0.251  0.22
C -2.830 1.151 -0.110  0.38
N 0.058 -0.519 -0.353  -0.22
N 1.809 -2.015 0.028  -0.23
N -2.951 2.365 0.167  -0.24
Br -3.616 -0.404 -0.189  0.29
H 1.520 -0.424 1.048  0.35
H -0.073 -0.356 -1.302  0.31
H 2.326 -2.302 0.835  0.28
H 1.768 -2.781 -0.590  0.27
H -2.267 3.131 0.069  0.29
H -3.801 2.652 0.549  0.27

***

Entry 3:
Below is 8 unconnected molecules or ions with the total composition C33H56N8O12, with properties calculated with ωB97M-V with the def2-TZVPD basis set.

Results
E_LUMO ... -0.159 Ha
Multiplicity ... 1
HOMO level ... -8.184 eV
Orbital gap ... 3.85 eV
Calculated total energy ... -71592.8027 eV
Energy relative to the best compared isomer or geometry (same formula, charge and spin) ... 42.3 kJ/mol

Each line ends with the Mulliken charge.
CARTESIAN COORDINATES (ANGSTROEM)
C 52.740 38.993 44.833  -1.78
C 52.000 38.226 45.935  0.90
C 50.876 37.329 45.337  -0.54
C 50.266 36.399 46.404  -0.69
C 51.160 35.990 47.556  -0.18
C 52.808 36.127 47.315  1.94
N 53.031 37.448 46.758  1.02
O 54.268 37.876 46.706  -0.39
C 53.238 35.018 46.305  -1.74
C 53.472 35.950 48.634  -2.57
C 51.382 39.317 47.017  -1.64
H 53.352 39.909 45.095  0.34
H 52.074 39.443 44.211  0.52
H 53.392 38.281 44.279  0.42
H 51.435 36.568 44.464  0.10
H 50.025 38.039 44.862  0.46
H 49.963 35.581 45.894  0.16
H 49.479 36.718 46.984  0.50
H 50.911 34.980 47.788  0.26
H 50.710 36.366 48.562  -0.55
H 52.778 35.119 45.257  0.25
H 52.869 34.131 46.494  0.56
H 54.327 35.192 46.296  0.47
H 54.487 35.685 48.512  0.39
H 53.047 35.218 49.218  0.68
H 53.401 36.700 49.313  0.79
H 50.796 40.004 46.531  0.48
H 52.248 39.754 47.536  0.41
H 50.906 38.895 47.874  0.34
N 49.576 33.448 49.635  0.62
O 50.364 33.831 50.528  -0.52
O 48.767 34.267 49.140  -0.43
O 49.655 32.229 49.282  -0.48
C 48.626 28.954 47.360  -0.42
C 49.013 29.161 48.926  -0.22
C 49.806 28.084 49.640  -0.60
C 50.226 26.788 48.941  0.23
C 50.021 26.741 47.431  -0.34
C 49.140 27.840 46.809  -0.20
N 50.737 25.550 49.573  0.82
O 51.237 25.696 50.757  -0.55
O 51.099 24.648 48.921  -0.52
H 48.096 29.786 46.765  0.38
H 48.415 29.971 49.401  0.45
H 50.120 28.026 50.699  0.39
H 50.369 25.867 46.722  0.30
H 48.954 27.916 45.730  0.28
C 52.271 31.306 45.342  -0.31
C 52.716 31.873 43.942  -0.75
C 51.685 32.868 43.398  -0.62
C 50.430 33.017 44.122  -0.11
C 50.153 32.643 45.516  -0.41
C 51.188 31.603 46.095  -0.11
N 49.359 33.725 43.390  1.11
O 48.211 33.529 43.946  -0.59
O 49.638 34.377 42.427  -0.62
H 52.930 30.583 45.800  0.40
H 53.557 31.333 43.519  0.46
H 51.872 33.252 42.411  0.50
H 49.316 32.775 46.061  1.06
H 50.725 31.254 47.169  -0.01
C 45.664 35.853 48.602  0.22
O 44.575 35.469 48.280  -0.60
N 45.820 36.797 49.562  0.10
C 47.134 37.193 49.849  -0.64
C 44.806 37.122 50.440  -1.23
H 46.596 35.535 47.998  0.20
H 47.826 36.313 50.089  0.12
H 47.100 38.100 50.371  0.54
H 47.934 37.465 48.974  -0.07
H 44.012 37.606 49.873  0.42
H 45.059 37.927 50.964  0.48
H 44.415 36.217 50.802  0.33
C 46.364 32.858 51.735  0.51
O 45.907 31.789 51.281  -0.72
N 46.367 33.159 52.997  0.22
C 47.166 34.307 53.430  -1.17
C 45.556 32.532 54.059  -0.97
H 47.030 33.539 51.035  0.00
H 47.044 34.781 54.406  0.35
H 46.987 35.122 52.846  0.37
H 48.227 34.187 53.302  0.46
H 46.060 32.213 55.053  0.27
H 45.188 31.543 53.707  0.32
H 44.716 33.282 54.046  0.36
C 51.694 33.166 53.825  0.35
O 50.874 33.786 54.589  -0.65
N 52.897 32.881 54.245  0.15
C 53.858 32.221 53.331  -1.06
C 53.380 33.315 55.539  -0.74
H 51.262 32.529 52.893  0.17
H 54.647 32.865 52.881  0.25
H 53.283 31.605 52.634  0.39
H 54.408 31.618 53.975  0.42
H 52.668 33.296 56.501  0.24
H 53.493 34.407 55.354  0.24
H 54.396 32.954 56.028  0.28
C 51.014 37.587 51.329  0.31
O 50.624 38.496 50.646  -0.68
N 51.972 37.702 52.274  0.24
C 52.388 36.613 53.125  -0.69
C 52.290 39.070 52.857  -1.14
H 50.866 36.592 51.184  0.20
H 52.249 36.838 54.176  0.40
H 53.459 36.620 52.851  0.38
H 51.936 35.620 52.944  -0.10
H 53.159 39.011 53.391  0.50
H 51.524 39.470 53.498  0.33
H 52.542 39.795 52.032  0.26

***

Entry 4:
Below is 2 unconnected molecules or ions with the total composition C15H13BCl3NO, with properties calculated with ωB97M-V with the def2-TZVPD basis set.

Results
E_LUMO ... -0.080 Ha
Multiplicity ... 1
HOMO level ... -9.283 eV
Orbital gap ... 7.11 eV
Calculated total energy ... -57549.1791 eV
Energy relative to the best compared isomer or geometry (same formula, charge and spin) ... 0.0 kJ/mol

Each line ends with the Mulliken charge.
CARTESIAN COORDINATES (ANGSTROEM)
Cl 0.215 5.696 1.645  -0.31
B 0.576 4.146 2.607  0.64
Cl 1.331 4.590 4.237  -0.31
Cl -0.997 3.215 2.894  -0.28
O 1.505 3.334 1.831  -0.42
C 1.950 2.154 2.266  -0.15
C 2.843 1.386 1.509  0.61
C 3.330 0.133 1.951  -0.47
C 4.205 -0.584 1.173  -0.60
C 4.624 -0.091 -0.055  -0.29
C 4.160 1.136 -0.507  -0.60
C 3.285 1.865 0.256  -0.28
H 1.602 1.805 3.225  0.39
H 3.008 -0.253 2.902  0.39
H 4.573 -1.539 1.513  0.39
H 5.311 -0.659 -0.662  0.40
H 4.487 1.516 -1.462  0.39
H 2.916 2.818 -0.082  0.49
C -2.877 -3.226 -3.435  -0.44
C -2.641 -3.760 -2.186  -0.49
C -2.855 -3.000 -1.053  -0.37
C -3.314 -1.696 -1.152  0.56
C -3.501 -0.854 0.078  -0.90
N -2.358 -0.170 0.435  0.00
C -1.385 0.397 0.709  -0.07
C -3.535 -1.165 -2.413  -0.37
C -3.321 -1.925 -3.545  -0.49
H -2.715 -3.822 -4.321  0.37
H -2.293 -4.776 -2.096  0.37
H -2.655 -3.415 -0.079  0.36
H -4.303 -0.124 -0.084  0.37
H -3.803 -1.483 0.924  0.36
H -3.866 -0.144 -2.503  0.37
H -3.504 -1.504 -4.520  0.37

***

Repeat the second record exactly.
Below is 2 unconnected molecules or ions with the total composition C2H6BrN3, with properties calculated with ωB97M-V with the def2-TZVPD basis set.

Results
E_LUMO (alpha / beta) ... -0.360 / -0.414 Ha
Net charge ... +2
Multiplicity ... 1
HOMO level (alpha / beta) ... -20.145 / -18.087 eV
Orbital gap (alpha / beta) ... 10.35 / 6.81 eV
Calculated total energy ... -76661.4626 eV
Energy relative to the best compared isomer or geometry (same formula, charge and spin) ... 379.6 kJ/mol

Each line ends with the Mulliken charge.
CARTESIAN COORDINATES (ANGSTROEM)
C 1.100 -0.959 0.251  0.22
C -2.830 1.151 -0.110  0.38
N 0.058 -0.519 -0.353  -0.22
N 1.809 -2.015 0.028  -0.23
N -2.951 2.365 0.167  -0.24
Br -3.616 -0.404 -0.189  0.29
H 1.520 -0.424 1.048  0.35
H -0.073 -0.356 -1.302  0.31
H 2.326 -2.302 0.835  0.28
H 1.768 -2.781 -0.590  0.27
H -2.267 3.131 0.069  0.29
H -3.801 2.652 0.549  0.27

***

What did the first record say?
Below is 2 unconnected molecules or ions with the total composition C4H13N4O, with properties calculated with ωB97M-V with the def2-TZVPD basis set.

Results
E_LUMO (alpha / beta) ... 0.030 / 0.020 Ha
Multiplicity ... 2
HOMO level (alpha / beta) ... -2.356 / -10.149 eV
Orbital gap (alpha / beta) ... 3.17 / 10.71 eV
Calculated total energy ... -12363.0759 eV
Energy relative to the best compared isomer or geometry (same formula, charge and spin) ... 221.9 kJ/mol

Each line ends with the Mulliken charge.
CARTESIAN COORDINATES (ANGSTROEM)
C 0.215 -1.321 2.859  -1.53
C 0.394 -1.557 0.359  -3.21
N 1.095 -1.789 -0.807  0.22
N 0.936 -1.732 1.575  0.44
N -0.882 -1.127 0.271  0.82
H 1.947 -2.313 -0.640  0.72
H 0.835 -1.289 -1.651  0.26
H 1.798 -2.192 1.634  0.73
H -1.467 -0.881 1.018  0.22
H -1.361 -0.936 -0.512  0.30
H 0.837 -1.230 3.812  0.54
H -0.496 -2.163 2.866  0.42
H -0.124 -0.388 2.689  0.30
C 0.709 2.137 -1.759  -1.13
C -0.693 1.635 -1.633  0.69
O -0.949 0.441 -1.800  -0.68
N -1.730 2.540 -1.205  -0.50
H 1.195 1.605 -2.592  0.30
H 1.279 1.753 -0.750  0.25
H -2.632 2.133 -1.257  0.28
H -1.637 3.400 -0.880  0.17
H 0.730 3.270 -1.597  0.39

***

Repeat the second record exactly.
Below is 2 unconnected molecules or ions with the total composition C2H6BrN3, with properties calculated with ωB97M-V with the def2-TZVPD basis set.

Results
E_LUMO (alpha / beta) ... -0.360 / -0.414 Ha
Net charge ... +2
Multiplicity ... 1
HOMO level (alpha / beta) ... -20.145 / -18.087 eV
Orbital gap (alpha / beta) ... 10.35 / 6.81 eV
Calculated total energy ... -76661.4626 eV
Energy relative to the best compared isomer or geometry (same formula, charge and spin) ... 379.6 kJ/mol

Each line ends with the Mulliken charge.
CARTESIAN COORDINATES (ANGSTROEM)
C 1.100 -0.959 0.251  0.22
C -2.830 1.151 -0.110  0.38
N 0.058 -0.519 -0.353  -0.22
N 1.809 -2.015 0.028  -0.23
N -2.951 2.365 0.167  -0.24
Br -3.616 -0.404 -0.189  0.29
H 1.520 -0.424 1.048  0.35
H -0.073 -0.356 -1.302  0.31
H 2.326 -2.302 0.835  0.28
H 1.768 -2.781 -0.590  0.27
H -2.267 3.131 0.069  0.29
H -3.801 2.652 0.549  0.27

***

Among the records above, which one has the highest multiplicity? C4H13N4O